Entry 1:
Below is a structure of composition C17H33Li3O11P at a distorted geometry, with properties calculated with ωB97M-V/def2-TZVPD.

The geometry in ORCA input format:
```
! RIJCOSX wB97M-V def2-TZVPD def2/J DEFGRID3
* xyz -1 1
Li -15.66 -18.99 6.97
Li -16.21 -21.75 7.63
Li -14.64 -21.17 10.01
P -14.00 -20.72 7.21
O -12.60 -21.04 6.76
O -13.99 -19.29 7.87
O -14.42 -21.89 8.21
O -15.26 -20.65 6.28
O -18.62 -19.58 9.79
C -17.57 -20.04 9.03
O -16.79 -20.90 9.57
O -17.42 -19.66 7.86
H -18.40 -19.94 10.65
C -16.86 -18.61 3.29
C -15.64 -17.69 3.22
C -15.07 -17.87 4.61
O -16.23 -17.91 5.46
C -17.37 -18.30 4.70
H -16.53 -19.65 3.26
H -17.62 -18.37 2.55
H -15.96 -16.65 3.08
H -14.94 -17.95 2.42
H -14.41 -17.08 4.95
H -14.56 -18.84 4.70
H -18.08 -17.46 4.70
H -17.88 -19.13 5.19
C -19.13 -15.64 8.07
C -19.45 -16.33 9.39
C -19.71 -15.12 10.32
O -19.94 -13.97 9.50
C -20.04 -14.43 8.17
H -19.35 -16.23 7.19
H -18.07 -15.35 8.10
H -18.60 -16.91 9.74
H -20.28 -17.03 9.30
H -18.85 -14.97 10.97
H -20.60 -15.27 10.95
H -19.85 -13.62 7.46
H -21.08 -14.76 8.01
C -22.56 -21.05 7.33
C -21.26 -20.28 7.62
C -21.52 -19.02 6.81
O -22.31 -19.39 5.68
C -22.67 -20.77 5.84
H -23.37 -20.58 7.91
H -22.50 -22.10 7.58
H -20.40 -20.83 7.23
H -21.08 -20.01 8.66
H -20.63 -18.45 6.50
H -22.09 -18.30 7.42
H -21.88 -21.36 5.35
H -23.62 -20.95 5.34
C -15.35 -24.37 10.96
C -16.80 -24.06 11.40
C -16.71 -22.64 11.99
O -15.39 -22.18 11.71
C -14.56 -23.34 11.73
H -15.23 -24.17 9.89
H -15.04 -25.40 11.09
H -17.18 -24.79 12.11
H -17.46 -24.11 10.53
H -16.85 -22.64 13.08
H -17.41 -21.97 11.51
H -14.37 -23.63 12.78
H -13.57 -23.11 11.32
*
```

Computed properties:
HOMO level (eV): -3.48
F_max (eV Å⁻¹): 2.45
E (Eh): -1859.5529
ΔE to the lowest compared entry with this formula, charge and spin (kcal per mole): 13.39

=====

Entry 2:
Below is a cluster of 11 separate species, C17H33N11O10 in total at a distorted geometry, with properties calculated with ωB97M-V/def2-TZVPD.

The geometry in ORCA input format:
```
! RIJCOSX wB97M-V def2-TZVPD def2/J DEFGRID3
* xyz 0 1
C 0.88 -4.19 -1.26
N 1.90 -4.44 -2.26
O 1.99 -3.64 -3.19
O 2.60 -5.44 -2.11
H 1.34 -4.44 -0.31
H 0.04 -4.83 -1.52
H 0.66 -3.13 -1.26
C -3.42 0.76 -4.13
N -3.56 1.11 -2.71
O -4.54 1.75 -2.32
O -2.74 0.62 -1.94
H -4.00 1.44 -4.75
H -3.71 -0.29 -4.16
H -2.37 0.83 -4.42
C -2.84 -3.55 -1.14
N -3.38 -4.35 0.00
O -4.36 -3.91 0.55
O -2.89 -5.42 0.28
H -2.74 -2.51 -0.83
H -3.49 -3.70 -2.00
H -1.85 -3.95 -1.39
C 5.28 1.44 0.22
N 4.39 1.98 -0.82
O 3.22 1.90 -0.75
O 4.90 2.48 -1.76
H 5.34 0.36 0.13
H 5.00 1.72 1.24
H 6.28 1.83 0.01
C 1.89 3.27 1.84
N 1.92 2.21 2.90
O 1.11 2.21 3.80
O 2.87 1.41 2.83
H 1.57 4.26 2.19
H 1.28 2.85 1.04
H 2.93 3.35 1.54
C -3.55 -1.26 2.22
C -2.98 -0.93 3.49
N -2.54 -0.72 4.53
H -4.53 -0.77 2.16
H -3.69 -2.34 2.28
H -2.96 -0.90 1.38
C 2.48 0.74 -3.72
C 3.55 -0.08 -3.15
N 4.40 -0.74 -2.77
H 2.15 1.61 -3.15
H 1.65 0.06 -3.92
H 2.83 1.14 -4.67
C 1.59 -1.37 3.64
C 1.32 -2.82 3.97
N 1.19 -3.90 4.25
H 2.03 -0.89 4.52
H 0.67 -0.84 3.39
H 2.28 -1.28 2.81
C -1.06 4.02 -1.48
C -1.55 4.05 -2.85
N -1.92 4.06 -3.94
H -1.72 4.59 -0.83
H -0.08 4.50 -1.52
H -0.91 2.98 -1.18
C -2.32 2.46 3.90
C -1.73 1.88 2.73
N -1.29 1.40 1.78
H -2.61 3.48 3.63
H -1.58 2.50 4.69
H -3.17 1.82 4.13
C 0.61 0.02 -0.17
C 0.08 -1.16 0.52
N -0.37 -2.13 0.94
H 1.34 0.52 0.47
H -0.25 0.54 -0.59
H 1.17 -0.23 -1.07
*
```

Computed properties:
HOMO level (eV): -11.01
F_max (eV Å⁻¹): 4.05
E (Eh): -2021.7277
Structure (SMILES): C[N+](=O)[O-].C[N+](=O)[O-].C[N+](=O)[O-].C[N+](=O)[O-].C[N+](=O)[O-].CC#N.CC#N.CC#N.CC#N.CC#N.CC#N

=====

Entry 3:
Below is a structure of composition C17H33N3O2PtS, with properties calculated with ωB97M-V/def2-TZVPD.

The geometry in ORCA input format:
```
! RIJCOSX wB97M-V def2-TZVPD def2/J DEFGRID3
* xyz 2 1
Pt 0.21 -1.05 0.50
C -0.42 3.35 1.17
S -0.93 1.82 0.42
O 0.31 0.93 0.82
C -2.26 1.32 1.47
C -3.50 1.18 0.88
C -4.58 0.80 1.68
C -4.38 0.56 3.03
C -3.12 0.69 3.60
C -2.04 1.08 2.83
H -0.20 3.19 2.22
H -1.24 4.06 1.04
H 0.46 3.70 0.63
H -3.64 1.37 -0.18
H -5.56 0.70 1.24
H -5.22 0.26 3.64
H -2.98 0.49 4.66
H -1.06 1.18 3.26
C 2.00 -1.01 -2.52
C 1.37 0.36 -2.28
N 0.01 0.46 -2.84
C -0.10 1.22 -4.11
C 0.41 0.45 -5.31
C -1.03 -0.17 -2.32
C -2.34 -0.17 -3.06
N -0.99 -0.79 -1.15
H 3.03 -1.00 -2.14
H 2.03 -1.26 -3.57
H 1.46 -1.80 -2.00
H 1.96 1.13 -2.77
H 1.34 0.61 -1.23
H 0.48 2.13 -3.97
H -1.13 1.53 -4.25
H 1.48 0.25 -5.24
H 0.24 1.03 -6.22
H -0.10 -0.51 -5.43
H -2.80 0.82 -3.02
H -3.03 -0.89 -2.62
H -2.20 -0.43 -4.11
H -1.87 -1.28 -0.99
O -0.08 -3.11 0.30
H 0.36 -3.54 1.05
H 0.18 -3.55 -0.52
C 2.70 0.33 2.65
C 2.41 -1.17 2.55
C 3.42 -1.83 1.53
C 2.55 -1.87 3.91
N 1.25 -1.61 1.92
H 3.68 0.46 3.10
H 1.96 0.80 3.31
H 2.68 0.82 1.69
H 4.40 -1.70 2.01
H 3.41 -1.31 0.58
H 3.25 -2.89 1.40
H 3.52 -1.63 4.35
H 2.47 -2.95 3.80
H 1.78 -1.53 4.60
*
```

Computed properties:
HOMO level (spin up / spin down) (eV): -15.29 / -15.29
F_max (eV Å⁻¹): 0.64
E (Eh): -1499.1956
ΔE to the lowest compared entry with this formula, charge and spin (kcal per mole): 0.00

=====

Entry 4:
Below is a structure of composition C17H33N3ORbV at a distorted geometry, with properties calculated with ωB97M-V/def2-TZVPD.

The geometry in ORCA input format:
```
! RIJCOSX wB97M-V def2-TZVPD def2/J DEFGRID3
* xyz 2 1
N 0.78 1.72 -1.04
C 1.30 2.85 -0.94
O 1.80 3.91 -0.86
Rb 1.84 -2.07 -1.66
V -0.04 0.20 -0.23
N -0.36 -1.34 -1.33
N -1.33 0.72 0.99
C -1.13 -1.21 -2.61
C -2.12 1.96 1.01
C -0.95 -2.47 -3.47
C -2.62 -1.03 -2.33
C -0.58 0.00 -3.36
C -1.31 3.05 1.71
C -3.44 1.78 1.75
C -2.41 2.40 -0.42
H 0.10 -2.64 -3.78
H -1.52 -2.34 -4.40
H -1.33 -3.37 -2.97
H -3.03 -1.91 -1.81
H -3.16 -0.91 -3.28
H -2.82 -0.14 -1.71
H -0.70 0.94 -2.79
H -1.13 0.10 -4.30
H 0.49 -0.11 -3.60
H -1.08 2.76 2.74
H -1.90 3.98 1.73
H -0.37 3.26 1.18
H -3.28 1.60 2.82
H -4.02 0.94 1.34
H -4.04 2.69 1.65
H -2.99 3.33 -0.38
H -3.02 1.65 -0.95
H -1.50 2.59 -1.00
C -0.71 -2.48 -0.47
H -0.24 -2.36 0.51
H -1.80 -2.56 -0.30
H -0.38 -3.44 -0.91
C -1.24 -0.02 2.25
H -0.30 -0.58 2.30
H -1.26 0.67 3.11
H -2.06 -0.74 2.37
C 3.84 -1.26 3.19
C 3.97 -0.85 1.72
C 4.75 0.46 1.64
C 4.68 -1.94 0.93
C 2.64 -0.64 1.15
C 1.52 -0.39 0.70
H 4.83 -1.43 3.63
H 3.26 -2.19 3.29
H 3.34 -0.48 3.77
H 5.76 0.33 2.04
H 4.84 0.81 0.60
H 4.25 1.25 2.22
H 4.12 -2.89 0.95
H 4.82 -1.65 -0.13
H 5.68 -2.14 1.34
*
```

Computed properties:
HOMO level (spin up / spin down) (eV): -15.84 / -15.85
F_max (eV Å⁻¹): 4.68
E (Eh): -1874.5030